Entry 1:
Below is 2 unconnected molecules or ions with the total composition C4H6N3 at a distorted geometry, with properties calculated with ωB97M-V with the def2-TZVPD basis set.

```
! wB97M-V def2-TZVPD RIJCOSX def2/J DEFGRID3
* xyz 1 1
C -3.790 -0.196 -0.051
C -0.664 -0.486 -0.106
C 1.606 -0.539 0.008
C 1.114 0.923 0.066
N -4.840 0.191 0.105
N 0.345 -1.295 -0.025
N -0.337 0.771 -0.093
H 2.202 -0.741 -0.885
H 2.177 -0.836 0.887
H 1.347 1.417 1.013
H 1.504 1.536 -0.751
H 0.301 -2.303 -0.017
H -0.964 1.558 -0.152
*
```

Values from the calculation:
- E: -8700.919 eV
- Relative energy (zero: lowest compared OMol25 entry of this formula, charge and spin): 174.9 kcal/mol
- Highest occupied orbital energy (alpha / beta): -0.5657 / -0.5647 Eh
- LUMO level (alpha / beta): -0.357 / -0.357 Ha

Entry 2:
Below is a gas-phase ion, C4H6N3 (charge +1) at a distorted geometry, with properties calculated with ωB97M-V with the def2-TZVPD basis set.

```
! wB97M-V def2-TZVPD RIJCOSX def2/J DEFGRID3
* xyz 1 1
C -0.233 1.611 0.275
C -1.238 0.634 0.237
N -2.486 0.793 0.691
N -3.256 -0.117 0.460
N -2.495 -1.211 -0.085
C -1.302 -0.703 -0.320
C -0.259 -1.461 -0.975
H 0.202 1.676 -0.829
H 0.672 1.385 1.011
H -0.610 2.604 0.658
H 0.192 -2.195 -0.224
H 0.397 -0.708 -1.221
H -0.728 -2.008 -1.859
*
```

Values from the calculation:
- SMILES: CC1=NN=[N+]=C1C
- E: -8702.335 eV
- Relative energy (zero: lowest compared OMol25 entry of this formula, charge and spin): 142.3 kcal/mol
- Highest occupied orbital energy (alpha / beta): -0.6224 / -0.5869 Eh
- LUMO level (alpha / beta): -0.324 / -0.343 Ha

Entry 3:
Below is a gas-phase ion, C4H6N3 (charge +1) at a distorted geometry, with properties calculated with ωB97M-V with the def2-TZVPD basis set.

```
! wB97M-V def2-TZVPD RIJCOSX def2/J DEFGRID3
* xyz 1 1
C 1.102 -0.129 -0.403
C 1.107 0.520 0.844
N 0.126 0.863 1.645
N -1.042 0.939 1.115
C -1.400 0.613 -0.179
N -0.904 -0.190 -1.007
C 0.121 -1.137 -0.788
H 2.076 0.127 -0.881
H 2.172 0.871 1.164
H -1.802 1.533 1.592
H -2.225 1.207 -0.564
H 0.284 -1.609 -1.809
H 0.089 -1.979 0.032
*
```

Values from the calculation:
- SMILES: C1=CN=[NH+]C=NC1
- E: -8704.688 eV
- Relative energy (zero: lowest compared OMol25 entry of this formula, charge and spin): 88.0 kcal/mol
- Highest occupied orbital energy: -0.5561 Eh
- LUMO level: -0.239 Ha

Entry 4:
Below is 2 unconnected molecules or ions with the total composition C4H6N3 at a distorted geometry, with properties calculated with ωB97M-V with the def2-TZVPD basis set.

```
! wB97M-V def2-TZVPD RIJCOSX def2/J DEFGRID3
* xyz 1 1
C -1.028 0.651 -0.127
C 0.591 -0.957 0.006
C -0.876 -0.908 -0.118
C 1.241 0.696 0.074
N -0.034 1.410 -0.065
N 1.198 -0.359 1.030
N 1.265 -0.282 -0.998
H -1.949 1.185 -0.207
H -1.519 -1.353 0.816
H -1.233 -1.446 -0.924
H 2.948 1.518 0.400
H 0.833 -0.435 1.965
H 0.983 -0.229 -1.957
*
```

Values from the calculation:
- E: -8701.114 eV
- Relative energy (zero: lowest compared OMol25 entry of this formula, charge and spin): 170.4 kcal/mol
- Highest occupied orbital energy (alpha / beta): -0.5338 / -0.5337 Eh
- LUMO level (alpha / beta): -0.220 / -0.220 Ha

Entry 5:
Below is 2 unconnected molecules or ions with the total composition C4H6N3O7S at a distorted geometry, with properties calculated with ωB97M-V with the def2-TZVPD basis set.

```
! wB97M-V def2-TZVPD RIJCOSX def2/J DEFGRID3
* xyz -1 3
C -0.135 0.330 1.468
C -0.982 0.995 -0.870
C 1.350 0.558 1.796
C -0.719 -1.149 -1.215
N -1.334 -1.259 -2.436
N -0.662 1.190 0.345
N 0.690 -1.233 -1.121
O -0.546 3.662 -0.397
O -0.958 -0.314 2.062
O -1.295 1.445 -1.892
O 1.312 -1.378 -0.072
O 1.229 -1.243 -2.242
O -2.602 2.843 0.798
O -0.464 3.170 1.982
S -1.139 2.960 0.703
H 1.350 1.431 2.619
H 1.926 -0.176 2.272
H 1.887 1.030 0.991
H -1.185 -1.638 -0.394
H -1.233 -0.304 -2.943
H -0.847 -1.948 -3.051
*
```

Values from the calculation:
- E: -33877.808 eV
- Highest occupied orbital energy (alpha / beta): -0.0926 / -0.2393 Eh
- LUMO level (alpha / beta): 0.127 / 0.014 Ha

Entry 6:
Below is a single C4H6N4 molecule at a distorted geometry, with properties calculated with ωB97M-V with the def2-TZVPD basis set.

```
! wB97M-V def2-TZVPD RIJCOSX def2/J DEFGRID3
* xyz 0 1
N 0.797 1.864 -1.121
C 1.086 0.455 -0.875
C -0.030 -0.430 -1.656
C -0.691 -0.414 -0.244
N -1.340 -1.168 0.667
N -0.782 -0.744 1.886
N 0.377 -0.079 1.704
C 0.434 0.161 0.339
H 1.154 2.597 -1.939
H 0.804 2.479 -0.350
H 2.087 -0.012 -1.204
H -0.454 0.272 -2.496
H 0.515 -1.366 -1.895
H -2.272 -1.710 0.548
*
```

Values from the calculation:
- SMILES: N[C@@H]1Cc2[nH]nnc21
- E: -10200.577 eV
- Relative energy (zero: lowest compared OMol25 entry of this formula, charge and spin): 123.7 kcal/mol
- Highest occupied orbital energy: -0.3208 Eh
- LUMO level: 0.032 Ha

Entry 7:
Below is a single C4H6N4 molecule at a distorted geometry, with properties calculated with ωB97M-V with the def2-TZVPD basis set.

```
! wB97M-V def2-TZVPD RIJCOSX def2/J DEFGRID3
* xyz 0 1
H -1.804 -0.349 -0.694
N -1.784 -0.292 0.424
C -0.510 -0.260 0.940
N -0.267 0.099 2.241
C 0.670 -0.437 0.021
N 0.493 -1.184 -1.283
C 0.694 0.374 -1.081
C -0.480 1.203 -1.570
N -1.281 1.989 -1.920
H -1.114 -0.168 2.858
H 0.791 -0.183 2.515
H 1.718 -0.233 0.574
H 1.478 -1.507 -1.351
H 1.395 0.948 -1.675
*
```

Values from the calculation:
- SMILES: [H]/N=C(/N)[C@H]1N[C@H]1C#N
- E: -10201.568 eV
- Relative energy (zero: lowest compared OMol25 entry of this formula, charge and spin): 100.8 kcal/mol
- Highest occupied orbital energy: -0.3401 Eh
- LUMO level: 0.010 Ha

Entry 8:
Below is 2 unconnected molecules or ions with the total composition C4H6N4 at a distorted geometry, with properties calculated with ωB97M-V with the def2-TZVPD basis set.

```
! wB97M-V def2-TZVPD RIJCOSX def2/J DEFGRID3
* xyz 0 1
C 3.174 -0.057 0.086
C -0.352 -0.563 -0.033
C -0.782 0.972 0.150
C -2.305 0.664 -0.063
H 3.569 -1.030 -0.026
H 3.547 1.193 -0.065
H -0.465 1.373 1.130
H -0.274 1.439 -0.659
H -3.325 1.293 -0.197
H -1.343 -2.255 -0.798
N 1.780 0.017 0.108
N 0.809 -1.161 -0.093
N -2.562 -0.602 -0.049
N -1.470 -1.284 0.510
*
```

Values from the calculation:
- E: -10196.674 eV
- Relative energy (zero: lowest compared OMol25 entry of this formula, charge and spin): 213.7 kcal/mol
- Highest occupied orbital energy: -0.3387 Eh
- LUMO level: -0.018 Ha

Q: Which formula does entry 3 have?
A: C4H6N3